{
  "formula": "C34H37FeN9O7PS",
  "method": "ωB97M-V/def2-TZVPD",
  "species": ["Fe", "C", "N", "C", "C", "N", "C", "P", "C", "N", "C", "C", "N", "C", "C", "N", "C", "C", "N", "C", "H", "H", "H", "H", "H", "H", "H", "H", "H", "H", "H", "H", "H", "H", "H", "C", "O", "C", "C", "C", "C", "C", "C", "N", "C", "N", "C", "C", "C", "C", "C", "C", "O", "C", "N", "C", "C", "C", "C", "C", "C", "O", "C", "H", "H", "H", "H", "H", "H", "H", "H", "H", "H", "H", "H", "H", "H", "H", "H", "H", "H", "H", "H", "H", "H", "O", "S", "O", "O", "O"],
  "xyz": [[0.39404, -0.11720, 1.70163], [5.35937, -2.42220, 0.87023], [4.09074, -1.87294, 0.49595], [3.64704, -1.59672, -0.78167], [2.36833, -1.16420, -0.66483], [1.96688, -1.18300, 0.64964], [3.04077, -1.63532, 1.36287], [3.03092, -2.06224, 3.07127], [2.54689, -0.41530, 3.80261], [1.74444, 0.46283, 3.21434], [1.84877, 1.64247, 3.90832], [2.72939, 1.47409, 4.93016], [3.16697, 0.17149, 4.85390], [4.12202, -0.45533, 5.74560], [1.29574, -2.72901, 3.14435], [0.21942, -2.06267, 2.72939], [-0.76612, -2.99657, 2.52111], [-0.28478, -4.23502, 2.81459], [1.01897, -4.05793, 3.20279], [1.93820, -5.10353, 3.59585], [6.06509, -2.28952, 0.05273], [5.73826, -1.90658, 1.75681], [5.28142, -3.48907, 1.10768], [4.28033, -1.72264, -1.64148], [1.70148, -0.84995, -1.44858], [1.27165, 2.50491, 3.63234], [3.07869, 2.14471, 5.69408], [4.23108, 0.16810, 6.63007], [3.76759, -1.43784, 6.04883], [5.09138, -0.56584, 5.25812], [-1.75194, -2.72462, 2.19608], [-0.74511, -5.20661, 2.79387], [1.41548, -6.05615, 3.55795], [2.79103, -5.12989, 2.91472], [2.30271, -4.93702, 4.60898], [0.79093, 1.65960, -6.28795], [0.29171, 1.30164, -5.01470], [-1.05230, 1.43327, -4.80673], [-1.97446, 1.76845, -5.78310], [-3.32084, 1.89209, -5.44952], [-3.73145, 1.70303, -4.14379], [-2.80514, 1.37804, -3.15904], [-1.46821, 1.21257, -3.48505], [-0.46912, 0.87192, -2.55690], [-0.69116, 0.45970, -1.26024], [-1.60861, -0.56778, -1.22477], [-2.66018, -0.96695, -0.38455], [-2.81301, -0.76989, 0.97972], [-3.91477, -1.24922, 1.67963], [-4.89558, -1.95074, 1.01510], [-4.77589, -2.18566, -0.35196], [-3.67647, -1.70435, -1.03668], [-3.47054, -1.88685, -2.37556], [-4.48811, -2.51876, -3.12781], [0.04755, 0.83175, -0.27111], [0.79695, 2.03966, -0.36401], [2.10468, 2.04412, 0.12003], [2.88257, 3.18823, 0.12872], [2.36464, 4.37411, -0.36651], [1.06430, 4.39924, -0.83958], [0.26470, 3.26018, -0.81568], [-1.01688, 3.29293, -1.28467], [-1.85802, 4.36678, -0.87693], [1.87181, 1.57312, -6.22469], [0.51986, 2.68742, -6.54058], [0.41872, 0.98405, -7.06215], [-1.65714, 1.93281, -6.80204], [-4.03659, 2.15197, -6.21766], [-4.77130, 1.82740, -3.87298], [-3.12142, 1.28703, -2.12866], [0.42618, 1.30775, -2.72502], [-1.78498, -0.90949, -2.16023], [-3.96872, -1.03920, 2.73834], [-5.75835, -2.32184, 1.55086], [-5.54036, -2.74224, -0.87181], [-4.14554, -2.51619, -4.15892], [-5.42719, -1.96564, -3.05389], [-4.64066, -3.54810, -2.79477], [2.52386, 1.12112, 0.49707], [3.89049, 3.14254, 0.51784], [2.96396, 5.27476, -0.38936], [0.65251, 5.31589, -1.23821], [-2.67913, 4.38951, -1.59102], [-1.34100, 5.32550, -0.89796], [-2.24177, 4.16794, 0.12460], [-0.64936, 1.77778, 2.34416], [-2.06782, 1.50589, 2.10060], [-2.90002, 1.49451, 3.26304], [-1.83102, -0.12981, 1.69874], [-2.61946, 2.08472, 0.90806]],
  "forces_ev_per_angstrom": [[0.162, -0.358, -0.192], [0.009, -0.011, 0.013], [0.035, -0.030, 0.028], [0.005, 0.004, -0.063], [-0.137, -0.174, 0.033], [0.175, 0.303, -0.114], [-0.052, -0.136, 0.070], [-0.057, 0.022, 0.117], [0.113, -0.042, -0.183], [-0.060, 0.163, 0.189], [0.069, -0.092, 0.015], [0.021, 0.038, -0.043], [-0.099, -0.056, 0.013], [0.063, 0.005, -0.016], [0.103, 0.093, -0.085], [-0.120, -0.071, -0.047], [0.105, -0.043, 0.184], [-0.058, 0.033, -0.034], [-0.056, 0.036, 0.098], [0.061, -0.005, -0.032], [0.004, -0.007, -0.002], [0.012, 0.002, -0.009], [-0.007, -0.008, 0.012], [0.019, 0.002, -0.028], [0.013, 0.029, -0.062], [-0.042, 0.054, -0.005], [-0.007, 0.018, 0.039], [0.009, -0.012, -0.007], [0.006, 0.013, -0.001], [-0.009, -0.001, 0.012], [-0.090, 0.003, -0.042], [-0.017, -0.023, 0.010], [0.015, -0.005, 0.004], [-0.020, -0.007, 0.025], [-0.005, -0.006, -0.023], [-0.013, -0.011, -0.026], [-0.073, 0.027, 0.073], [0.053, -0.061, -0.003], [-0.018, 0.000, 0.016], [0.028, -0.006, -0.007], [0.003, -0.005, 0.011], [0.015, 0.040, 0.001], [-0.047, 0.037, -0.055], [0.089, 0.215, 0.101], [0.179, -0.109, 0.012], [0.087, -0.157, 0.009], [-0.130, -0.017, 0.017], [0.083, 0.039, 0.023], [-0.083, 0.021, -0.089], [0.015, 0.016, 0.000], [0.042, 0.004, 0.003], [-0.023, 0.040, -0.019], [0.041, -0.001, 0.073], [-0.009, 0.001, 0.010], [-0.296, 0.294, 0.026], [0.066, 0.009, -0.052], [0.125, -0.077, -0.036], [-0.021, 0.056, -0.014], [-0.001, -0.051, 0.003], [-0.025, -0.010, 0.045], [-0.156, 0.096, -0.009], [0.146, -0.232, -0.145], [-0.016, 0.010, 0.076], [0.004, 0.000, -0.005], [0.014, 0.006, -0.012], [0.000, 0.006, -0.012], [0.006, 0.005, -0.019], [-0.007, 0.002, -0.007], [-0.008, 0.002, 0.003], [0.001, -0.011, 0.028], [0.008, 0.043, 0.036], [0.020, -0.014, 0.040], [0.004, 0.006, 0.023], [-0.001, -0.004, -0.002], [-0.020, -0.008, -0.012], [-0.004, 0.001, 0.013], [-0.007, -0.005, -0.004], [-0.007, 0.002, -0.014], [-0.047, 0.013, -0.007], [0.023, 0.009, 0.002], [0.003, 0.006, 0.003], [0.015, 0.015, 0.013], [-0.012, -0.002, 0.040], [-0.025, 0.010, -0.045], [0.028, 0.049, -0.091], [-0.191, 0.074, 0.115], [0.146, -0.028, 0.010], [-0.036, -0.024, 0.011], [-0.085, 0.018, -0.091], [-0.042, -0.069, 0.066]],
  "lowdin_charge": [0.803, -0.077, -0.163, -0.079, -0.167, -0.050, -0.498, 1.048, -0.423, -0.010, -0.107, -0.057, -0.134, -0.043, -0.433, 0.004, -0.104, -0.059, -0.139, -0.046, 0.085, 0.068, 0.079, 0.105, 0.091, 0.101, 0.113, 0.087, 0.081, 0.085, 0.087, 0.112, 0.086, 0.074, 0.087, -0.076, -0.084, -0.217, -0.024, -0.091, -0.084, -0.014, -0.158, 0.153, -0.345, 0.185, -0.074, -0.270, -0.018, -0.064, -0.019, -0.204, -0.103, -0.065, 0.097, -0.184, -0.033, -0.084, -0.086, -0.015, -0.218, -0.105, -0.050, 0.093, 0.098, 0.095, 0.102, 0.101, 0.104, 0.122, 0.150, 0.132, 0.128, 0.108, 0.102, 0.096, 0.099, 0.096, 0.084, 0.101, 0.101, 0.108, 0.095, 0.075, 0.079, -0.337, 0.480, -0.257, -0.253, -0.261],
  "relative_energy_ev": 0.000,
  "total_energy_ha": -4340.58231,
  "multiplicity": 6,
  "fmax_ev_per_a": 0.4
}